A structure of composition C34H57Br46NO3P in a non-equilibrium geometry. Source: the OMol25 dataset; level of theory: ωB97M-V with the def2-TZVPD basis set.

The geometry in XYZ format:
```
142
Properties=species:S:1:pos:R:3:mulliken_charge:R:1
C -3.405 5.260 -3.505 -0.84
C -3.077 4.230 -4.594 -0.17
O -1.767 3.716 -4.468 0.15
C -1.616 2.705 -3.470 -1.47
P 0.052 2.905 -2.540 2.13
Br 1.231 2.230 -4.621 -0.61
C -0.112 1.099 -1.940 -1.52
C 0.690 0.715 -0.681 -0.21
C -0.048 -0.466 0.036 0.54
C 0.851 -1.666 0.439 -0.05
C 1.062 -1.756 1.977 -1.15
C -0.025 -2.666 2.615 0.21
C 0.465 -3.742 3.608 -0.47
C 0.823 -3.263 5.032 -0.28
C 0.867 -4.493 5.976 -0.78
C 0.698 -4.178 7.486 0.13
C -0.818 -4.190 7.773 -0.35
O -1.174 -3.656 9.042 -0.37
C -1.013 -4.603 10.083 -0.26
C -0.698 3.650 -0.902 -1.07
C 0.103 4.866 -0.551 -0.01
O -0.322 6.008 -0.819 -0.67
N 1.442 4.735 0.031 0.33
C 2.380 5.067 -1.087 -0.79
C 1.596 5.691 1.134 -1.09
H -2.589 5.992 -3.456 0.07
H -3.544 4.773 -2.531 0.27
H -4.343 5.786 -3.741 0.39
H -3.129 4.736 -5.570 0.08
H -3.814 3.406 -4.583 0.37
H -1.621 1.709 -3.949 0.33
H -2.468 2.730 -2.769 0.58
H 0.163 4.263 -3.040 -0.91
H 1.364 2.988 -1.962 -0.21
H -1.170 0.824 -1.817 0.33
H 0.272 0.472 -2.759 0.49
H 0.798 1.584 -0.011 0.05
H 1.698 0.386 -0.954 0.42
H -0.806 -0.847 -0.663 -0.79
H -0.597 -0.124 0.926 0.26
H 0.350 -2.586 0.112 -0.24
H 1.809 -1.615 -0.101 0.38
H 1.038 -0.748 2.419 0.38
H 2.058 -2.174 2.193 0.49
H -0.502 -3.207 1.785 -0.18
H -0.812 -2.051 3.077 0.30
H -0.342 -4.486 3.702 -0.20
H 1.338 -4.242 3.156 0.26
H 0.053 -2.578 5.418 0.34
H 1.795 -2.750 5.051 0.26
H 1.752 -5.107 5.769 0.42
H -0.025 -5.080 5.696 0.27
H 1.048 -3.173 7.785 -0.21
H 1.193 -4.917 8.131 0.26
H -1.221 -5.210 7.656 0.14
H -1.301 -3.540 7.028 0.29
H -1.643 -5.486 9.901 0.03
H 0.032 -4.934 10.180 0.07
H -1.295 -4.119 11.028 0.33
H -1.717 4.035 -1.058 0.32
H -0.735 2.924 -0.080 0.60
H 3.037 4.205 -1.276 0.35
H 1.794 5.232 -2.001 0.15
H 3.002 5.944 -0.907 0.35
H 2.633 5.622 1.494 0.33
H 0.944 5.423 1.978 0.30
H 1.402 6.734 0.835 0.43
C 4.218 6.241 -4.564 -0.35
Br 5.999 5.544 -4.801 -0.10
Br 2.897 4.848 -4.551 0.21
Br 4.074 7.351 -2.988 -0.07
H 4.023 6.875 -5.419 0.30
C 1.695 -0.953 10.564 -0.39
Br 0.755 -0.595 8.924 0.00
Br 1.432 -2.786 11.097 0.06
Br 3.562 -0.507 10.503 -0.03
H 1.252 -0.330 11.329 0.39
C -0.386 8.129 -5.574 -0.48
Br -2.003 8.305 -6.615 -0.09
Br -0.378 6.530 -4.518 0.05
Br 1.181 8.278 -6.695 -0.08
H -0.360 8.968 -4.895 0.53
C 8.446 2.980 -2.928 0.38
Br 8.803 3.813 -1.238 -0.01
Br 10.063 2.582 -3.898 -0.05
Br 7.340 1.416 -2.740 0.02
H 7.892 3.708 -3.497 -0.36
C -2.522 -3.789 -1.424 -0.31
Br -2.969 -3.955 0.439 0.09
Br -2.884 -2.025 -2.095 0.00
Br -0.693 -4.302 -1.742 0.00
H -3.145 -4.479 -1.974 0.22
C 6.855 1.830 2.107 -0.37
Br 7.904 3.197 2.958 -0.04
Br 5.601 2.571 0.868 0.08
Br 7.977 0.494 1.291 -0.02
H 6.287 1.341 2.884 0.35
C 2.748 -4.056 -3.301 0.27
Br 3.420 -5.332 -2.015 -0.03
Br 3.547 -2.324 -3.096 0.04
Br 2.928 -4.718 -5.100 -0.04
H 1.690 -3.937 -3.113 -0.30
C 1.585 -5.602 13.754 0.15
Br 3.214 -6.481 14.275 -0.01
Br 0.492 -6.738 12.647 0.04
Br 0.608 -4.951 15.277 -0.01
H 1.862 -4.741 13.161 -0.21
C -6.334 -6.857 -2.076 -0.37
Br -6.823 -6.580 -0.237 0.03
Br -6.567 -5.270 -3.131 0.05
Br -4.548 -7.564 -2.224 -0.04
H -6.998 -7.612 -2.473 0.34
C -8.331 -5.275 -7.076 -0.30
Br -6.603 -6.071 -6.793 -0.01
Br -9.722 -6.605 -7.134 -0.02
Br -8.721 -3.902 -5.784 -0.04
H -8.305 -4.798 -8.046 0.34
C -1.852 9.727 -10.337 0.12
Br -1.375 8.733 -11.913 -0.04
Br -0.434 10.897 -9.778 -0.01
Br -3.510 10.677 -10.571 -0.03
H -2.003 9.008 -9.542 -0.11
C -1.024 4.629 -9.222 -0.38
Br -2.861 5.131 -8.938 -0.12
Br -0.201 5.725 -10.575 0.02
Br 0.007 4.681 -7.606 0.25
H -1.029 3.607 -9.578 0.35
C 2.394 2.721 -9.742 0.57
Br 3.294 3.496 -11.258 -0.05
Br 1.225 1.284 -10.269 -0.05
Br 3.622 2.180 -8.370 0.02
H 1.769 3.495 -9.318 -0.57
C -1.920 -8.936 8.716 -0.29
Br -2.024 -10.110 7.197 -0.03
Br -0.148 -8.217 8.939 -0.03
Br -3.237 -7.537 8.621 -0.06
H -2.141 -9.526 9.595 0.37
C -4.958 -6.475 3.855 -0.27
Br -5.431 -8.053 2.849 -0.03
Br -3.145 -5.898 3.568 0.04
Br -6.190 -5.034 3.526 -0.03
H -5.045 -6.750 4.896 0.29
```

ΔE to the lowest compared entry with this formula, charge and spin: 0.000 eV
largest force on an atom: 2.42 eV Å⁻¹
Kohn-Sham gap: 5.769 eV
energy: -120355.9730 hartree
total charge: -1


The molecule C5H8O in a non-equilibrium geometry. Source: the OMol25 dataset; level of theory: ωB97M-V with the def2-TZVPD basis set.

The geometry in XYZ format:
```
14
Properties=species:S:1:pos:R:3:nbo_charge:R:1
O -1.780 0.887 -0.466 -0.71
C -0.596 0.128 -0.418 0.23
C 0.753 0.739 -0.792 -0.41
C 1.320 0.255 0.577 -0.40
C -0.133 -0.125 0.985 -0.29
C -0.575 -1.269 0.106 -0.45
H -2.551 0.310 -0.459 0.48
H 0.660 1.829 -0.777 0.22
H 1.250 0.438 -1.721 0.20
H 1.847 1.005 1.173 0.22
H 1.993 -0.613 0.486 0.20
H -0.952 0.473 1.432 0.25
H -1.516 -1.749 0.360 0.23
H 0.170 -1.970 -0.279 0.22
```

ΔE to the lowest compared entry with this formula, charge and spin: 2.924 eV
largest force on an atom: 2.11 eV Å⁻¹
SMILES: O[C@@]12CC[C@@H]1C2
Kohn-Sham gap: 9.596 eV
energy: -270.4504 hartree


A structure of composition C21H15AsAuCl2O3Ti in a non-equilibrium geometry. Source: the OMol25 dataset; level of theory: ωB97M-V with the def2-TZVPD basis set.

The geometry in XYZ format:
```
44
Properties=species:S:1:pos:R:3:nbo_charge:R:1
Ti 3.568 3.222 -5.432 0.81
Au 1.605 2.444 -3.852 0.61
Cl 4.074 4.326 -3.583 -0.13
Cl 2.314 1.424 -5.854 -0.15
C 0.923 3.198 -2.230 0.51
C 5.312 2.482 -6.007 0.50
C 2.939 4.570 -6.702 0.48
O 0.503 3.652 -1.253 -0.28
O 6.362 2.072 -6.320 -0.18
O 2.546 5.409 -7.421 -0.17
C 0.743 -4.287 2.959 0.04
C 0.840 -4.331 1.563 -0.20
C 0.732 -3.157 0.814 -0.14
C 0.509 -1.933 1.469 -0.12
C 0.442 -1.880 2.864 -0.22
C 0.550 -3.065 3.606 -0.09
As 0.243 -0.364 0.293 0.97
C -1.554 -0.954 -0.285 -0.36
C -1.778 -0.976 -1.673 -0.23
C -2.960 -1.531 -2.169 -0.17
C -3.921 -2.049 -1.291 -0.14
C -3.695 -2.022 0.089 -0.20
C -2.499 -1.488 0.594 -0.17
C -0.223 0.921 1.707 -0.14
C -1.536 1.240 2.060 -0.21
C -1.763 2.071 3.167 -0.16
C -0.689 2.633 3.861 0.05
C 0.624 2.383 3.443 -0.15
C 0.863 1.535 2.359 -0.19
H 0.820 -5.208 3.538 0.27
H 0.996 -5.284 1.055 0.28
H 0.795 -3.191 -0.276 0.25
H 0.288 -0.930 3.379 0.23
H 0.477 -3.027 4.694 0.27
H -1.021 -0.576 -2.353 0.20
H -3.133 -1.557 -3.247 0.25
H -4.847 -2.471 -1.687 0.26
H -4.444 -2.415 0.778 0.26
H -2.315 -1.495 1.671 0.21
H -2.378 0.844 1.496 0.27
H -2.787 2.285 3.478 0.28
H -0.871 3.287 4.716 0.27
H 1.463 2.850 3.960 0.27
H 1.884 1.340 2.023 0.24
```

ΔE to the lowest compared entry with this formula, charge and spin: 0.000 eV
largest force on an atom: 10.77 eV Å⁻¹
Kohn-Sham gap (spin up / spin down): 4.827 / 4.193 eV
energy: -5174.6164 hartree
total charge: +4
2S+1: 4
⟨S²⟩: 3.792


The molecule C16H16N2O5S in a non-equilibrium geometry. Source: the OMol25 dataset; level of theory: ωB97M-V with the def2-TZVPD basis set.

The geometry in XYZ format:
```
40
Properties=species:S:1:pos:R:3:nbo_charge:R:1
C 2.223 -6.230 2.994 -0.26
O 1.532 -5.059 2.588 -0.51
C 2.227 -3.911 2.682 0.78
O 3.367 -3.867 3.078 -0.60
C 1.443 -2.735 2.249 -0.20
C 0.138 -2.849 1.771 -0.14
C -0.552 -1.723 1.379 -0.28
C 0.042 -0.461 1.460 0.26
N -0.716 0.627 1.036 -0.65
C -0.365 1.937 0.993 0.79
O 0.666 2.431 1.379 -0.61
N -1.381 2.720 0.432 -0.90
S -2.394 2.230 -0.828 2.31
O -3.218 3.355 -1.128 -0.91
O -3.007 0.995 -0.425 -0.94
C -1.227 1.930 -2.137 -0.29
C -0.814 2.998 -2.910 -0.20
C 0.148 2.795 -3.882 -0.20
C 0.704 1.534 -4.079 0.02
C 1.768 1.325 -5.109 -0.63
C 0.268 0.474 -3.289 -0.20
C -0.697 0.667 -2.316 -0.20
C 1.346 -0.344 1.939 -0.27
C 2.033 -1.475 2.327 -0.14
H 1.532 -7.057 2.850 0.19
H 3.122 -6.370 2.390 0.19
H 2.516 -6.153 4.043 0.19
H -0.324 -3.821 1.710 0.23
H -1.565 -1.805 1.009 0.21
H -1.656 0.419 0.704 0.43
H -1.178 3.709 0.433 0.43
H -1.263 3.965 -2.748 0.24
H 0.475 3.623 -4.494 0.22
H 1.657 2.026 -5.932 0.22
H 1.740 0.310 -5.498 0.22
H 2.749 1.485 -4.659 0.23
H 0.688 -0.510 -3.436 0.22
H -1.052 -0.151 -1.710 0.24
H 1.803 0.629 2.005 0.25
H 3.043 -1.402 2.702 0.24
```

ΔE to the lowest compared entry with this formula, charge and spin: 0.307 eV
largest force on an atom: 1.08 eV Å⁻¹
SMILES: COC(=O)c1ccc(NC(=O)NS(=O)(=O)c2ccc(C)cc2)cc1
Kohn-Sham gap: 9.149 eV
energy: -1503.2550 hartree